The following is a DFT calculation (ωB97M-V/def2-TZVPD) of an isolated ion of composition C4H2N5S and charge -1.

HOMO energy: -0.1341 Ha
Net charge: -1
Kohn-Sham gap: 7.38 eV

Element x y z (Å)
C (-1.371, -1.080, -1.233)
C (-0.482, 1.067, -0.321)
C (1.422, -1.270, 0.648)
C (0.840, 1.069, -0.093)
N (2.431, -2.025, 0.365)
N (-1.154, -0.027, -0.747)
N (3.110, -1.524, -0.601)
N (2.585, -0.459, -1.008)
N (1.543, -0.171, -0.177)
S (1.672, 2.493, 0.332)
H (0.928, -1.453, 1.584)
H (-1.213, 1.814, -0.214)